[1]
A molecular structure, C18H30FFeO18 at a distorted geometry, computed with ωB97M-V with the def2-TZVPD basis set.

Values from the calculation:
- Electronic energy: -93110.2438 eV
- <S²>: 8.757
- Relative energy (zero: lowest compared OMol25 entry of this formula, charge and spin): 98.0 kcal per mole
- LUMO energy (alpha / beta): 0.48 / -0.78 eV
- Multiplicity: 6

Element x y z (Å)
Fe -18.5170 -5.7343 5.5107
C -18.1518 -7.2453 9.1948
C -18.3878 -6.5687 7.9657
O -17.6858 -5.6523 7.4498
O -19.2888 -6.7812 7.1858
H -18.4391 -8.2586 8.9141
H -18.9288 -7.0061 9.9208
H -17.1436 -7.1360 9.5942
C -21.0342 -2.9172 4.1071
C -19.9360 -3.8892 4.6624
O -19.1913 -4.5724 3.9686
O -19.7570 -4.1626 5.8570
H -20.9555 -2.9254 3.0200
H -20.9100 -1.9268 4.5451
H -22.0180 -3.2033 4.4793
C -15.4063 -7.8982 4.0852
C -16.6221 -7.0406 4.4593
O -16.6502 -5.8638 4.6981
O -17.6719 -7.4769 4.8440
H -14.5434 -7.3235 4.4218
H -15.2918 -7.8123 3.0046
H -15.2800 -8.8330 4.6313
C -12.8700 -10.6820 3.6233
C -12.1939 -10.5405 4.9094
O -11.5057 -11.8250 4.9597
C -12.1816 -12.6837 4.1429
O -11.8989 -13.8477 3.9755
O -13.1498 -12.0836 3.5562
F -13.1318 -10.5005 5.9228
H -12.1059 -10.3503 2.9203
H -13.6928 -10.0104 3.3778
H -11.5364 -9.6729 4.9653
C -21.5218 -8.4081 2.6154
O -22.3493 -7.9272 3.6272
C -21.7828 -7.1585 4.6203
O -20.5407 -6.8956 4.7454
O -22.7974 -6.4881 5.1903
C -22.6696 -5.5942 6.2745
H -20.8903 -7.6294 2.1875
H -22.1016 -8.8183 1.7886
H -20.9318 -9.1780 3.1126
H -23.0080 -4.5850 6.0399
H -21.6718 -5.6492 6.7096
H -23.2610 -5.8867 7.1422
C -19.5173 -4.0476 -0.5902
O -19.3616 -5.0552 0.3636
C -18.2338 -5.8332 0.4969
O -17.0914 -5.5476 0.2092
O -18.6339 -6.9891 1.0625
C -17.7512 -8.1290 1.1913
H -19.1242 -3.1860 -0.0506
H -20.5429 -3.9477 -0.9457
H -18.7560 -3.9944 -1.3684
H -17.2590 -8.2837 0.2311
H -18.4041 -8.9435 1.5050
H -16.9786 -8.0214 1.9526
C -13.9619 -4.7551 6.3314
O -13.0469 -5.2537 7.2832
C -12.1626 -6.1895 6.9737
O -12.3196 -7.0459 6.1441
O -11.2286 -6.2708 7.9333
C -10.0148 -6.8338 7.6961
H -14.6499 -5.5898 6.1973
H -13.5169 -4.6791 5.3392
H -14.3886 -3.7744 6.5421
H -9.4146 -6.5399 8.5572
H -9.6345 -6.4183 6.7629
H -9.9927 -7.9098 7.5230

[2]
14 unconnected molecules or ions with the total composition C4H37NO14 at a distorted geometry, computed with ωB97M-V with the def2-TZVPD basis set.

Values from the calculation:
- Electronic energy: -34900.7605 eV
- Relative energy (zero: lowest compared OMol25 entry of this formula, charge and spin): 140.1 kcal per mole
- LUMO energy: 0.09 eV

Element x y z (Å)
C 1.4117 -0.5670 -0.3878
N 2.0393 -0.4527 -1.6662
C 1.1759 -0.5002 -2.8590
O 0.3142 0.6575 -2.8845
C 2.2594 -0.8120 0.8358
C 2.2083 0.1982 2.0380
H 0.5077 -1.2447 -0.4799
H 0.9681 0.5410 -0.1103
H 2.9128 0.1439 -1.8061
H 1.6664 -0.3984 -3.8227
H 0.4921 -1.3948 -2.6321
H 0.6056 1.3801 -2.3017
H 2.0564 -1.8271 1.3904
H 3.3301 -0.9536 0.6883
H 1.2367 0.0972 2.6490
H 2.3081 1.3070 1.7910
H 3.0384 0.0302 2.7545
H 2.1530 2.3945 -0.2926
H 2.2652 3.0476 -1.6888
O 1.6535 2.9072 -0.9316
H -1.8561 2.6490 2.1363
H -1.9986 3.7216 3.2419
O -1.5588 2.9675 3.0467
H -4.9324 -2.5279 -0.0600
H -5.1954 -1.2140 -0.7333
O -4.4587 -1.7852 -0.4138
H -1.8146 0.3425 4.1288
H -3.0411 1.2739 4.0913
O -2.9115 0.3149 4.1077
H -2.2799 2.1335 -0.3055
H -1.7864 3.4763 0.2514
O -2.2054 2.7791 0.5408
H -1.6322 0.6697 -1.9113
H -2.6390 -0.1201 -1.3348
O -2.3954 0.7312 -1.4022
H 5.5712 0.1956 -1.0180
H 4.9543 0.3816 0.3323
O 4.8673 0.7199 -0.5491
H 1.3872 -4.2181 -2.2793
H 2.4683 -3.1181 -2.2647
O 2.1758 -4.0301 -2.6516
H -4.6450 1.3662 -1.0864
H -4.4591 2.4240 0.1973
O -4.8519 1.6557 -0.2087
H -2.2708 -2.9159 -0.0362
H -1.6970 -2.3099 1.1957
O -1.7268 -3.1639 0.7198
H -2.9532 -1.2359 1.6254
H -2.3184 -0.0132 2.3087
O -2.2898 -0.6104 1.4817
H 3.2153 1.9887 -3.9132
H 4.0731 2.6500 -2.7463
O 3.2603 2.3114 -3.0847
H 0.2776 -4.1202 1.3412
H 0.3605 -4.2339 2.8387
O 0.7036 -3.6895 2.1294

[3]
10 unconnected molecules or ions with the total composition C6H35N2O9 at a distorted geometry, computed with ωB97M-V with the def2-TZVPD basis set.

Values from the calculation:
- Electronic energy: -28177.7788 eV
- <S²>: 0.754
- Relative energy (zero: lowest compared OMol25 entry of this formula, charge and spin): 89.9 kcal per mole
- LUMO energy (alpha / beta): -5.44 / -11.31 eV
- Net charge: +2
- Multiplicity: 2

Element x y z (Å)
C -0.2989 -1.5663 -0.3408
N -1.4589 -1.0201 -1.1354
C -2.8030 -1.4757 -0.8488
C -3.5105 -0.4609 0.0585
C -3.1851 -0.6145 1.5279
C 0.2586 -0.5491 0.6392
N 0.0681 0.9176 0.1843
C 1.2814 1.3044 -0.6942
H -0.6291 -2.3002 0.4778
H 0.4941 -2.0173 -1.0204
H -1.2512 -1.2255 -2.1739
H -3.4031 -1.3510 -1.8153
H -2.8007 -2.5833 -0.5267
H -4.5469 -0.4375 -0.1233
H -3.1408 0.5753 -0.1838
H -3.9255 -1.3015 2.0592
H -2.3746 -1.4005 1.6037
H -2.9607 0.2832 1.9654
H -0.0854 -0.5932 1.7066
H 1.3966 -0.7843 0.5824
H -0.7809 0.8498 -0.3608
H -0.0165 1.6007 1.0033
H 1.2300 2.3190 -1.1713
H 1.3070 0.5204 -1.5027
H 2.2499 1.4003 -0.1454
H -0.0626 -0.6741 -4.6800
H -0.5395 -2.1457 -4.6020
O -0.7378 -1.1781 -4.3389
H 3.5797 0.5128 1.0628
H 5.1780 0.0459 1.0062
O 4.2941 0.0515 0.4591
H 5.2336 0.7338 -1.5838
H 4.7578 -0.6480 -1.7904
O 5.0125 0.1073 -2.3499
H -0.6766 -2.8786 3.7510
H -0.2779 -1.5177 4.2163
O -0.6046 -1.9629 3.4902
H -1.1539 0.7289 -3.5474
H -0.9222 2.2938 -4.0345
O -0.9415 1.7003 -3.2412
H 0.9913 1.1513 -4.9425
H 2.4495 0.7007 -4.8479
O 1.5156 0.3049 -4.8401
H -1.7488 -0.2583 4.0892
H -2.2442 0.8981 4.9754
O -1.3574 0.4868 4.6054
H 3.0706 2.2017 2.8169
H 1.8429 1.2848 2.3926
O 2.7421 1.6657 1.9983
H -0.8184 1.4818 3.5312
H 0.4705 2.6657 3.5749
O -0.1668 2.1578 3.0640

[4]
C5H11NO in the gas phase at a distorted geometry, computed with ωB97M-V with the def2-TZVPD basis set.

Values from the calculation:
- Electronic energy: -8900.5051 eV
- Relative energy (zero: lowest compared OMol25 entry of this formula, charge and spin): 27.5 kcal per mole
- LUMO energy: 0.96 eV
- SMILES: CCN(C)C(C)=O

Element x y z (Å)
C 1.0432 -1.2977 -1.8564
C 0.8181 0.0310 -1.1148
N 0.4214 -0.1596 0.3011
C 1.3475 0.2107 1.3854
C -0.8446 0.3561 0.5457
C -1.9618 -0.1663 -0.3072
O -1.0730 1.1642 1.4143
H 0.4701 -1.2310 -2.7769
H 0.8291 -2.1336 -1.1888
H 2.0654 -1.5646 -2.1299
H 1.5897 0.8068 -1.0651
H 0.0224 0.5576 -1.6338
H 0.8009 -0.0284 2.2888
H 2.2680 -0.3599 1.3223
H 1.5513 1.2821 1.3804
H -2.5908 0.5097 -0.8817
H -2.7082 -0.5844 0.3824
H -1.6494 -1.0336 -0.8856

[5]
A molecular structure, C43H48BiN6OP2S2Se2, computed with ωB97M-V with the def2-TZVPD basis set.

Values from the calculation:
- Electronic energy: -233115.2852 eV
- Relative energy (zero: lowest compared OMol25 entry of this formula, charge and spin): 62.3 kcal per mole
- LUMO energy: -7.72 eV
- Net charge: +3

Element x y z (Å)
Bi -1.1161 -0.3463 -0.4424
Se -4.1081 0.5021 -1.1931
Se -4.8406 -1.5657 -0.3848
C -3.8737 -1.5331 1.2795
C -4.6433 -2.0267 2.4184
C -4.1872 -1.8756 3.6669
C -2.8929 -1.2008 3.9486
C -2.1097 -0.7964 2.6690
N -2.6868 -1.0514 1.3596
C -3.3267 0.0753 -2.9097
C -4.1552 -0.1399 -3.9987
C -3.5645 -0.3373 -5.2385
C -2.1823 -0.2876 -5.3320
C -1.4432 -0.0631 -4.1782
N -2.0035 0.1126 -2.9857
H -5.6051 -2.4800 2.2140
H -4.7751 -2.2320 4.5062
H -2.2990 -1.7915 4.6485
H -1.0768 -1.1496 2.6613
H -5.2310 -0.1431 -3.8808
H -4.1761 -0.5111 -6.1140
H -1.6803 -0.4132 -6.2820
H -0.3592 -0.0240 -4.2147
C 2.0447 -0.0008 2.7842
N 1.5221 0.6791 1.5823
P 1.7084 0.0158 -0.0092
C 2.2419 1.3933 -1.0580
C 1.5635 1.5552 -2.2680
C 1.9509 2.5331 -3.1729
C 3.0181 3.3651 -2.8715
C 3.6970 3.2194 -1.6659
C 3.3159 2.2395 -0.7669
C 3.0897 -1.1586 0.0462
C 4.3708 -0.8123 0.4902
C 5.4043 -1.7283 0.4200
C 5.1819 -2.9943 -0.1138
C 3.9200 -3.3426 -0.5679
C 2.8780 -2.4278 -0.4839
P 0.0026 1.5156 1.6095
C -0.8684 1.3362 3.1912
C -2.2101 0.6889 3.0513
C -2.9691 0.3174 4.3550
C -2.3032 0.7513 5.6193
C -1.1547 1.4334 5.6227
C -0.4180 1.7233 4.3913
C 0.3690 3.2830 1.5317
C 1.6595 3.7794 1.6764
C 1.8739 5.1516 1.7179
C 0.8007 6.0242 1.6202
C -0.4930 5.5306 1.4897
C -0.7126 4.1646 1.4431
H 3.0978 -0.2315 2.6581
H 1.5031 -0.9244 3.0022
H 1.9472 0.6601 3.6400
H 0.7241 0.9070 -2.5156
H 1.4241 2.6411 -4.1129
H 3.3290 4.1281 -3.5747
H 4.5316 3.8695 -1.4346
H 3.8559 2.1398 0.1654
H 4.5631 0.1695 0.9008
H 6.3913 -1.4559 0.7712
H 5.9976 -3.7034 -0.1774
H 3.7516 -4.3288 -0.9864
H 1.8801 -2.6987 -0.8092
H -2.8327 1.2494 2.3472
H -3.9992 0.6780 4.3464
H -2.8067 0.5279 6.5543
H -0.7225 1.7689 6.5568
H 0.5320 2.2397 4.4843
H 2.4899 3.0944 1.7756
H 2.8777 5.5379 1.8418
H 0.9684 7.0935 1.6612
H -1.3298 6.2173 1.4429
H -1.7254 3.7795 1.3635
C 1.1003 -4.0747 2.2404
S -0.4634 -3.3362 1.7681
C -1.1093 -4.7266 0.8386
O -0.1155 -2.2249 0.7660
H 1.6000 -4.4798 1.3645
H 0.8962 -4.8613 2.9697
H 1.7146 -3.3016 2.6969
H -0.4166 -4.9966 0.0420
H -2.0741 -4.4457 0.4206
H -1.2342 -5.5524 1.5422
S -1.7648 -2.8367 -2.0352
C -0.5019 -3.7173 -2.7322
N -0.6581 -4.9260 -3.2684
C 0.5602 -5.4370 -3.9086
C 1.5806 -4.3153 -3.6198
N 0.7779 -3.3439 -2.8630
H -1.5600 -5.3673 -3.3315
H 0.4060 -5.5832 -4.9748
H 0.8593 -6.3859 -3.4704
H 1.9659 -3.8739 -4.5358
H 2.4213 -4.6719 -3.0284
H 1.0921 -2.4277 -2.5969
C -0.2087 5.3895 -1.9849
C -1.5977 4.7778 -1.7493
C -1.5105 3.3617 -1.4559
N -1.4035 2.2433 -1.2211
H -0.3082 6.4607 -2.1491
H 0.2640 4.9531 -2.8633
H 0.4372 5.2288 -1.1212
H -2.2468 4.9015 -2.6179
H -2.0983 5.2537 -0.9038

[6]
C5H8 in the gas phase at a distorted geometry, computed with ωB97M-V with the def2-TZVPD basis set.

Values from the calculation:
- Electronic energy: -5310.6551 eV
- Relative energy (zero: lowest compared OMol25 entry of this formula, charge and spin): 81.0 kcal per mole
- LUMO energy: 1.01 eV
- SMILES: C=C=CCC

Element x y z (Å)
C -1.5420 0.1040 -0.7955
C -0.5060 0.7949 -1.2804
C 0.7801 0.7692 -0.9881
C 1.1893 -0.0868 0.2634
C -0.0435 -0.4353 1.0727
H -1.5166 -0.9707 -0.9712
H -2.3729 0.4375 -0.1709
H 1.5872 1.2112 -1.5617
H 1.6967 -0.9830 -0.1225
H 1.9022 0.4513 0.8887
H -0.3693 -1.4844 0.9912
H -0.1023 -0.1101 2.1019
H -0.7030 0.3022 0.5722

[7]
2 unconnected molecules or ions with the total composition CH4S2 at a distorted geometry, computed with ωB97M-V with the def2-TZVPD basis set.

Values from the calculation:
- Electronic energy: -22770.8429 eV
- Relative energy (zero: lowest compared OMol25 entry of this formula, charge and spin): 33.3 kcal per mole
- LUMO energy: -0.71 eV
- SMILES: C=S.S

Element x y z (Å)
C 1.2523 0.9766 -0.8120
S -0.0043 1.5678 0.0097
H 2.1827 1.0517 -0.3116
H 1.0315 0.4591 -1.7153
S -1.2052 -1.6161 1.1029
H -0.3530 -0.6413 1.3399
H -1.4413 -0.9198 -0.0493

[8]
A molecular structure, C3H4CdFO3 at a distorted geometry, computed with ωB97M-V with the def2-TZVPD basis set.

Values from the calculation:
- Electronic energy: -16596.1517 eV
- <S²>: 0.777
- Relative energy (zero: lowest compared OMol25 entry of this formula, charge and spin): 53.3 kcal per mole
- LUMO energy (alpha / beta): -0.90 / -4.21 eV
- Multiplicity: 2

Element x y z (Å)
C 1.3439 1.0180 -0.2448
C 0.3009 0.9241 -1.1057
H 1.2023 1.6580 0.6295
H 2.1059 0.2336 -0.2219
F 0.3749 0.0809 -2.1449
H -0.5106 1.6550 -1.2287
Cd 2.7768 2.7421 -1.3642
O -1.5253 -1.4415 2.1085
C -1.5858 -1.5143 0.7350
O -1.4392 -2.6311 0.2138
O -1.6647 -0.3918 0.1791
H -1.3790 -2.3330 2.4443

[9]
A molecular structure, C6H12N at a distorted geometry, computed with ωB97M-V with the def2-TZVPD basis set.

Values from the calculation:
- Electronic energy: -7895.6825 eV
- Relative energy (zero: lowest compared OMol25 entry of this formula, charge and spin): 101.0 kcal per mole
- LUMO energy: -3.71 eV
- Net charge: +1

Element x y z (Å)
C -0.8487 0.0514 0.4928
C -1.0698 -0.8268 -0.8074
C -0.3486 1.3020 -0.0995
C 0.5366 0.1021 -0.1524
C -1.1644 -2.2799 -0.7942
C 1.9505 -0.3416 0.1113
N 0.1342 2.3144 0.9397
H -0.9817 -0.2679 1.5100
H -1.4568 -0.4295 -1.7023
H -0.7660 1.8694 -1.0516
H -0.5419 -2.7776 -1.5100
H -2.1887 -2.5479 -1.0472
H -0.8600 -2.6833 0.1465
H 2.2274 -0.7827 -0.8268
H 2.0899 -1.2388 0.7132
H 2.5916 0.6310 0.2215
H 0.9250 2.9316 0.7616
H 0.3771 1.9846 1.9244
H -0.6058 2.9896 1.1704

[10]
12 unconnected molecules or ions with the total composition C19H38Cl22INO2 at a distorted geometry, computed with ωB97M-V with the def2-TZVPD basis set.

Values from the calculation:
- Electronic energy: -309496.8865 eV
- LUMO energy: 0.19 eV
- SMILES: CCCCN(CCCI)C(=O)O.ClCCl.ClCCl.ClCCl.ClCCl.ClCCl.ClCCl.ClCCl.ClCCl.ClCCl.ClCCl.ClCCl

Element x y z (Å)
C 0.5483 2.4907 0.0442
C 1.5796 1.3895 0.3743
C 2.2889 1.6791 1.7280
C 1.4300 1.1177 2.8857
N 1.2837 1.9604 4.0851
C 2.5682 2.4132 4.6523
C 2.9944 3.8567 4.3215
C 4.5471 3.8786 4.1819
I 5.0650 5.4375 2.7699
C 0.3323 2.9771 3.9445
O 0.1755 3.6854 2.9885
O -0.5333 3.0888 5.0789
H 0.9604 3.4544 0.3445
H 0.2878 2.5047 -1.0160
H -0.3379 2.2838 0.6493
H 1.0761 0.4242 0.4634
H 2.3437 1.3786 -0.4073
H 3.2321 1.1325 1.6975
H 2.4392 2.7570 1.7702
H 1.7897 0.1431 3.2206
H 0.4191 0.9628 2.4914
H 2.4765 2.3349 5.7438
H 3.3401 1.6926 4.3797
H 2.6073 4.2306 3.3772
H 2.7567 4.5794 5.1041
H 4.9158 2.9541 3.7460
H 5.0124 4.0833 5.1425
H -1.2238 2.4334 4.9004
Cl -1.9724 -0.2247 0.2008
C -1.8984 0.1530 -1.5209
Cl -0.8763 -1.0009 -2.3918
H -2.9011 0.1103 -1.9319
H -1.4850 1.1474 -1.6447
Cl -0.8340 0.8502 -6.9462
C 0.0639 -0.2246 -5.8674
Cl 0.3176 -1.8172 -6.6001
H 1.0309 0.2186 -5.6590
H -0.4967 -0.3421 -4.9461
Cl 2.7326 9.3499 4.9782
C 3.7857 9.3104 3.5607
Cl 5.1815 10.3808 3.7500
H 4.1432 8.2963 3.4245
H 3.2171 9.6303 2.6952
Cl -2.2730 -4.8442 0.5763
C -2.8667 -4.2140 -0.9653
Cl -4.6013 -4.5059 -1.1657
H -2.6883 -3.1458 -0.9992
H -2.3414 -4.7083 -1.7687
Cl -2.2273 -3.1873 -3.8222
C -2.9829 -4.1315 -5.1116
Cl -2.7158 -5.8670 -4.8903
H -4.0498 -3.9392 -5.1040
H -2.5535 -3.8297 -6.0608
Cl -3.9802 -10.5295 -5.7914
C -3.2122 -9.1028 -6.5012
Cl -3.5724 -8.9502 -8.2217
H -3.5804 -8.2207 -5.9926
H -2.1384 -9.1874 -6.3777
Cl -8.7416 -2.1355 -3.0907
C -7.6560 -3.5232 -3.2123
Cl -6.8317 -3.5734 -4.7772
H -6.9091 -3.4519 -2.4303
H -8.2356 -4.4317 -3.0976
Cl 0.6779 -0.3820 6.3052
C 1.7749 -0.2516 7.6818
Cl 3.4674 -0.3911 7.1816
H 1.6295 0.7145 8.1517
H 1.5530 -1.0471 8.3835
Cl -1.6034 -6.5368 -10.7445
C -0.3461 -7.0681 -9.6232
Cl -0.8553 -6.8955 -7.9393
H -0.1272 -8.1125 -9.8138
H 0.5399 -6.4644 -9.7808
Cl -1.0282 7.7529 5.3057
C -1.8439 6.7798 4.0690
Cl -1.4000 5.0644 4.2039
H -2.9159 6.8877 4.1963
H -1.5512 7.1496 3.0917
Cl 3.1967 -1.2349 0.5747
C 4.4883 -1.8339 1.6244
Cl 4.0706 -1.6737 3.3366
H 4.6604 -2.8811 1.4046
H 5.3864 -1.2583 1.4314